(1)
{"formula": "C9H24FKO9S3Zn", "method": "the ωB97M-V functional and the def2-TZVPD basis", "species": ["Zn", "K", "S", "S", "S", "F", "O", "O", "O", "O", "O", "O", "O", "O", "O", "C", "C", "C", "C", "C", "C", "C", "C", "C", "H", "H", "H", "H", "H", "H", "H", "H", "H", "H", "H", "H", "H", "H", "H", "H", "H", "H", "H", "H", "H", "H", "H", "H"], "xyz": [[-13.98229, 13.55265, 6.85382], [-13.17218, 13.44262, 11.35546], [-11.68246, 15.92744, 6.81629], [-15.77404, 10.84589, 7.25812], [-12.10007, 11.27001, 5.08097], [-13.28435, 13.11171, 8.57551], [-12.48581, 12.55275, 5.65989], [-15.00024, 11.87010, 6.56254], [-11.44551, 11.49828, 3.70702], [-11.55896, 17.20265, 6.23188], [-13.09407, 10.27042, 4.95264], [-15.71977, 9.64126, 6.33107], [-12.81536, 15.09647, 6.47689], [-17.08462, 11.19987, 7.63661], [-10.46948, 15.02381, 6.48076], [-14.79488, 10.28314, 8.61299], [-11.52660, 13.85100, 2.96334], [-9.14064, 15.62487, 6.60258], [-10.71113, 10.64197, 5.96327], [-16.81212, 7.51013, 6.86304], [-12.08006, 12.45421, 2.79727], [-8.19679, 14.92572, 5.68365], [-11.60932, 16.07240, 8.55718], [-16.91983, 8.81146, 6.11000], [-10.84079, 16.77296, 8.86244], [-10.05046, 10.20312, 5.21961], [-11.90838, 14.32780, 3.86189], [-8.50406, 14.97630, 4.64257], [-9.16475, 16.69830, 6.40732], [-17.04874, 8.67438, 5.04167], [-16.55043, 7.70572, 7.90625], [-10.44162, 13.78914, 3.05226], [-8.80342, 15.54433, 7.64074], [-8.15710, 13.86265, 5.93827], [-16.12189, 6.78985, 6.43258], [-13.79684, 10.13500, 8.20951], [-11.75170, 14.45187, 2.08494], [-10.28592, 11.41380, 6.59090], [-11.45794, 15.06473, 8.94322], [-11.11206, 9.79694, 6.52305], [-14.76612, 11.11938, 9.30884], [-7.19763, 15.33863, 5.80553], [-15.25683, 9.40442, 9.05012], [-11.86153, 12.09902, 1.79494], [-13.16122, 12.42221, 2.93428], [-17.77282, 9.36525, 6.49274], [-17.80204, 7.05274, 6.90218], [-12.60485, 16.39828, 8.86271]], "atomic_forces_ev_per_a": [[1.285, -1.378, 0.021], [-0.037, -0.086, -0.312], [0.935, 0.071, 0.344], [0.531, -0.279, 0.116], [0.325, -0.299, 0.215], [-0.329, 0.428, 0.567], [-0.148, 0.227, -0.022], [0.057, 0.840, -0.117], [0.396, 0.747, -0.457], [-0.323, 0.412, -0.372], [-0.646, -0.339, 0.289], [-0.070, -0.499, -0.793], [-1.027, 0.135, -0.245], [-0.726, 0.246, 0.515], [0.095, -0.068, -0.107], [-0.068, 0.811, -0.153], [0.323, -0.226, 0.338], [0.724, 0.771, 0.442], [-0.530, -0.634, -0.174], [-0.089, -0.010, 0.288], [-0.295, 0.472, -0.594], [-0.031, -0.864, -0.105], [-0.690, -0.480, 0.309], [-0.736, -0.406, 0.361], [0.048, 0.061, -0.067], [0.289, 0.291, 0.071], [-0.057, 0.125, -0.032], [0.009, 0.298, -0.061], [-0.416, -0.100, -0.314], [0.376, 0.180, -0.081], [0.095, -0.095, -0.062], [0.047, 0.056, -0.077], [-0.233, -0.342, -0.001], [0.130, 0.068, 0.032], [0.127, 0.110, -0.029], [0.006, -0.329, 0.095], [-0.137, 0.010, 0.021], [0.228, 0.006, -0.080], [0.174, 0.035, 0.014], [0.071, 0.192, 0.311], [-0.011, -0.096, 0.107], [-0.004, 0.059, -0.077], [0.077, -0.081, -0.050], [0.067, -0.338, 0.118], [0.011, -0.123, 0.048], [0.021, 0.148, -0.131], [0.015, -0.025, -0.169], [0.142, 0.292, 0.059]], "nbo_charge": [1.802, 0.998, 2.458, 2.454, 2.426, -0.933, -1.079, -1.091, -0.707, -0.868, -0.911, -0.710, -1.082, -0.897, -0.710, -0.875, -0.641, -0.089, -0.889, -0.638, -0.079, -0.630, -0.914, -0.075, 0.280, 0.285, 0.209, 0.230, 0.222, 0.223, 0.202, 0.221, 0.187, 0.214, 0.234, 0.261, 0.245, 0.257, 0.245, 0.262, 0.235, 0.251, 0.269, 0.226, 0.196, 0.218, 0.248, 0.259], "de_lowest_kcal_mol": 0.0, "spin_multiplicity": 1, "homo_energy_ev": -16.24, "homo_lumo_gap_ev": 10.006, "lumo_energy_ev": -6.2, "charge": 2}

***

(2)
{"formula": "C2H13O5", "method": "the ωB97M-V functional and the def2-TZVPD basis", "species": ["O", "O", "O", "O", "O", "C", "C", "H", "H", "H", "H", "H", "H", "H", "H", "H", "H", "H", "H", "H"], "xyz": [[-0.46145, 2.76145, 0.44836], [-1.85287, -1.29098, -0.88970], [1.30535, -0.72722, 2.04735], [1.71821, 1.47905, 1.06414], [-0.39785, -2.26888, 1.17965], [-1.53711, -0.04632, -1.38546], [-0.07385, -0.22182, -2.12102], [1.53760, 0.43236, 1.49738], [-1.43173, -1.56303, 0.00567], [0.45080, 0.72295, -2.37037], [0.69689, -0.51215, -1.25881], [0.74396, -0.61230, 2.77537], [-0.19917, 2.25450, -0.30194], [0.15328, -2.87309, 0.76287], [-1.44294, 0.53509, -0.47819], [-2.37565, 0.21134, -2.12345], [0.41336, -1.73489, 1.54902], [0.36251, 2.55570, 0.96500], [-0.08502, -0.89718, -2.98141], [2.47570, 1.79544, 1.61553]], "atomic_forces_ev_per_a": [[0.248, 0.682, 0.998], [-0.900, -2.527, 1.185], [1.590, -0.469, -1.287], [1.363, -0.060, 1.109], [-0.960, 0.983, 1.206], [1.834, -1.001, -1.240], [0.642, 1.277, 2.886], [-0.183, 0.502, -0.116], [-0.079, 0.832, -1.598], [-0.796, -0.055, -0.500], [-1.857, -0.258, -1.766], [-1.066, 0.597, 1.741], [-0.097, -0.540, -1.191], [0.938, -2.391, -1.732], [-0.019, 1.423, -0.534], [1.310, 0.231, 1.078], [-0.533, 1.208, 0.130], [-0.443, -0.043, 0.045], [-0.051, -0.022, 0.403], [-0.941, -0.371, -0.819]], "nbo_charge": [-0.996, -0.804, -1.120, -1.097, -1.019, -0.054, -0.672, 0.503, 0.520, 0.191, 0.229, 0.438, 0.456, 0.448, 0.190, 0.150, 0.496, 0.505, 0.196, 0.442], "de_lowest_kcal_mol": 30.0, "spin_multiplicity": 1, "homo_energy_ev": -5.56, "homo_lumo_gap_ev": 9.555, "lumo_energy_ev": 4.0, "charge": -1}

***

(3)
{"formula": "C5H4FO2S", "method": "the ωB97M-V functional and the def2-TZVPD basis", "species": ["S", "F", "O", "O", "C", "C", "C", "C", "C", "H", "H", "H", "H"], "xyz": [[-0.12264, -1.64079, -0.22295], [-0.43894, 2.21873, -0.04822], [-3.04615, -0.61347, -1.02772], [-3.15717, 0.21655, 1.00818], [-0.07438, 0.83844, -0.00045], [-2.56537, -0.15162, -0.00023], [1.41385, 0.58545, -0.18049], [-0.97623, -0.14290, -0.01900], [1.50742, -0.87206, 0.21559], [2.32473, -1.25382, -0.22058], [1.48376, -0.98562, 1.31734], [1.61766, 0.69070, -1.28856], [2.03345, 1.11041, 0.46708]], "atomic_forces_ev_per_a": [[0.663, -1.120, -0.400], [0.407, -1.690, 0.232], [0.035, -0.566, -1.530], [0.485, 0.609, 1.115], [-0.537, 2.196, -0.033], [0.258, -0.148, 0.108], [-2.692, -1.366, -1.730], [0.216, 1.137, 0.316], [-3.585, 1.099, 2.037], [2.744, -2.196, -1.439], [0.598, 0.284, -0.506], [0.311, 0.187, 1.111], [1.097, 1.574, 0.718]], "nbo_charge": [0.232, -0.376, -0.742, -0.729, 0.319, 0.763, -0.465, -0.319, -0.492, 0.199, 0.203, 0.195, 0.212], "spin_multiplicity": 1, "homo_energy_ev": -4.17, "homo_lumo_gap_ev": 7.358, "lumo_energy_ev": 3.2, "charge": -1, "smiles": "O=C([O-])C1=C(F)CCS1"}

***

(4)
{"formula": "C9H16N2O5", "method": "the ωB97M-V functional and the def2-TZVPD basis", "species": ["O", "O", "O", "O", "O", "N", "N", "C", "C", "C", "C", "C", "C", "C", "C", "C", "H", "H", "H", "H", "H", "H", "H", "H", "H", "H", "H", "H", "H", "H", "H", "H"], "xyz": [[2.09685, 3.41071, -1.10708], [2.68684, 3.48753, 1.03668], [-1.97099, -3.00074, -1.20151], [0.08350, 0.85848, -0.66101], [0.19523, -2.54146, -0.85707], [-0.41287, -0.63930, 1.03414], [2.18321, -0.81625, 1.52902], [-1.10707, -2.36501, -0.59874], [2.40190, 2.81800, -0.09896], [-3.98847, -0.91670, 0.48132], [2.69726, 1.26530, 0.06109], [-2.74222, -0.12848, -1.59583], [-2.64967, -0.42867, -0.08190], [0.43516, 0.26018, 0.35515], [-1.52486, -1.33548, 0.48649], [1.76619, 0.48119, 1.04517], [-4.02319, -0.81013, 1.56050], [2.69460, -1.33229, 0.84398], [-3.99948, -1.97873, 0.32768], [2.69938, 0.77656, -0.90241], [0.09367, -3.21753, -1.55865], [3.06138, 2.93412, 1.75118], [0.14184, -1.39041, 1.51441], [-3.61461, 0.51346, -1.76202], [-2.46750, 0.52831, 0.42083], [-1.95042, -1.86278, 1.33472], [2.79962, -0.83712, 2.31515], [-4.87598, -0.43305, 0.03540], [1.57682, 1.06846, 1.92094], [3.77042, 1.29648, 0.36636], [-2.94633, -1.04286, -2.16672], [-1.81328, 0.35810, -1.94633]], "atomic_forces_ev_per_a": [[0.324, -0.978, 1.530], [0.060, 0.377, 0.743], [1.594, 0.693, 0.868], [0.746, -0.714, 1.441], [-0.550, -0.270, -0.245], [2.612, -0.709, 0.760], [0.655, -0.481, 0.005], [-2.550, -0.444, 0.007], [0.124, -1.029, -1.197], [0.049, -0.076, -0.220], [0.436, 0.977, 0.219], [0.331, -0.437, 0.271], [-0.622, 1.172, 0.420], [-2.516, -0.054, -1.124], [-0.256, 0.196, -2.124], [0.567, 0.209, -0.641], [-0.025, 0.330, 0.255], [0.018, -0.395, -0.852], [-0.588, -0.681, -0.407], [-0.280, 0.103, -0.343], [0.727, 0.121, 0.049], [-0.394, 0.174, -0.736], [-0.164, 1.739, -0.170], [0.327, 0.139, 0.081], [0.165, 0.050, -0.230], [-0.108, -0.430, -0.129], [0.172, 0.610, 0.666], [0.503, -0.252, 0.150], [-0.258, 0.576, 0.524], [-0.694, -0.435, 0.278], [0.212, 0.168, 0.102], [-0.616, -0.245, 0.049]], "nbo_charge": [-0.537, -0.684, -0.616, -0.587, -0.673, -0.637, -0.834, 0.778, 0.804, -0.605, -0.531, -0.627, -0.207, 0.683, -0.142, -0.151, 0.200, 0.367, 0.210, 0.248, 0.505, 0.482, 0.418, 0.211, 0.211, 0.234, 0.371, 0.215, 0.217, 0.218, 0.217, 0.242], "de_lowest_kcal_mol": 26.2, "spin_multiplicity": 1, "homo_energy_ev": -9.77, "homo_lumo_gap_ev": 9.903, "lumo_energy_ev": 0.1, "smiles": "CC(C)[C@H](NC(=O)[C@@H](N)CC(=O)O)C(=O)O"}

***

(5)
{"formula": "C13H21F5HgO2P2", "method": "the ωB97M-V functional and the def2-TZVPD basis", "species": ["Hg", "P", "P", "F", "F", "F", "F", "F", "O", "O", "C", "C", "C", "C", "C", "C", "C", "C", "C", "C", "C", "C", "C", "H", "H", "H", "H", "H", "H", "H", "H", "H", "H", "H", "H", "H", "H", "H", "H", "H", "H", "H", "H", "H"], "xyz": [[0.36875, 1.05818, -0.35565], [2.49810, 0.00601, -0.05285], [-1.43870, 2.52882, -0.51884], [-0.24712, -5.69354, 1.53028], [1.37840, -3.65598, 0.70492], [-4.03305, -2.82466, 1.28844], [-2.94640, -5.28590, 1.82723], [-2.46319, -0.76462, 0.45695], [0.34755, -1.25802, 0.14935], [-0.73955, -1.08351, -2.32946], [2.91330, -1.32448, -1.24359], [-0.38632, -0.38992, -1.58013], [-2.15371, -4.27395, 1.41951], [-1.88546, -1.97808, 0.72840], [0.03715, -3.44045, 0.84901], [-0.77272, -4.47431, 1.26479], [2.93555, -0.72290, 1.56616], [-0.49324, -2.15895, 0.56786], [-2.41416, 2.93114, 0.97193], [-0.78763, 4.15789, -1.04335], [3.78823, 1.25305, -0.32899], [-2.70265, -3.01659, 1.14493], [-2.71212, 2.15799, -1.77695], [-3.13729, 3.74484, 0.76498], [-0.27696, 4.05264, -2.01145], [-3.24544, 1.23406, -1.50252], [-2.96476, 2.03850, 1.30794], [3.66677, 2.06442, 0.40375], [2.29123, -1.58894, 1.78215], [3.99364, -1.05261, 1.57288], [-3.44108, 2.98782, -1.86278], [-2.22887, 1.99635, -2.75254], [1.02591, 1.81224, -1.43828], [-1.73443, 3.24551, 1.77909], [0.11856, 0.01870, 0.97362], [3.67592, 1.67708, -1.33650], [4.79201, 0.80055, -0.22415], [-0.05402, 4.50863, -0.30181], [-0.72876, 0.58040, 0.86181], [3.96224, -1.65231, -1.11314], [2.24410, -2.18717, -1.09655], [2.78679, 0.02941, 2.35538], [2.77229, -0.95150, -2.26787], [-1.60886, 4.89412, -1.13395]], "atomic_forces_ev_per_a": [[0.627, 3.249, 0.684], [3.147, -1.494, 1.138], [-3.276, 2.828, -0.068], [-0.362, 0.722, -0.152], [-1.102, 0.204, 0.085], [0.751, -0.076, -0.089], [0.343, 0.415, -0.161], [0.243, -0.665, 0.011], [-0.314, -3.138, 0.806], [-2.323, -5.056, -4.992], [0.206, -0.189, -0.091], [0.371, 2.575, 1.519], [0.054, 0.209, -0.089], [0.276, 0.091, -0.008], [-0.159, -0.115, 0.100], [-0.299, -0.624, 0.245], [0.661, -0.283, 0.187], [0.310, -1.077, 0.156], [-0.496, 0.425, 0.019], [-0.334, 0.197, -0.032], [0.670, -0.192, 0.015], [-0.211, -0.604, 0.210], [-0.375, 0.227, -0.146], [0.283, -0.375, 0.236], [-0.105, -0.013, 0.320], [0.178, 0.314, -0.043], [0.200, 0.256, -0.101], [0.055, -0.219, -0.211], [0.251, 0.368, -0.173], [-0.463, 0.117, 0.171], [0.296, -0.408, -0.069], [-0.127, 0.077, 0.270], [3.089, 3.573, -4.446], [-0.216, -0.103, -0.250], [-2.921, 0.005, 2.024], [0.000, -0.082, 0.272], [-0.339, 0.351, -0.089], [-0.210, -0.112, -0.243], [1.124, -1.464, 3.068], [-0.432, 0.172, -0.146], [0.313, 0.442, 0.046], [0.090, -0.187, -0.212], [0.117, -0.049, 0.196], [0.407, -0.291, 0.030]], "nbo_charge": [1.298, 0.820, 0.769, -0.294, -0.309, -0.294, -0.292, -0.336, -0.857, -0.461, -0.956, 0.318, 0.242, 0.272, 0.272, 0.285, -0.959, 0.219, -0.959, -0.945, -0.970, 0.280, -0.956, 0.227, 0.255, 0.248, 0.248, 0.240, 0.255, 0.221, 0.228, 0.244, -0.511, 0.243, 0.107, 0.251, 0.222, 0.245, -0.089, 0.227, 0.263, 0.233, 0.236, 0.224], "spin_multiplicity": 1, "homo_energy_ev": -5.40, "homo_lumo_gap_ev": 5.877, "lumo_energy_ev": 0.5}

***

(6)
{"formula": "C13H15Cl2F4N2O2Ru", "method": "the ωB97M-V functional and the def2-TZVPD basis", "species": ["Ru", "Cl", "Cl", "F", "F", "F", "F", "O", "O", "N", "N", "C", "C", "C", "C", "C", "C", "C", "C", "C", "C", "C", "C", "C", "H", "H", "H", "H", "H", "H", "H", "H", "H", "H", "H", "H", "H", "H", "H"], "xyz": [[-0.37443, -0.26423, 0.60859], [0.37255, -1.70050, 3.29163], [-3.37803, -3.80613, -0.82324], [0.97946, -0.00871, -4.15931], [3.93311, -2.99887, -0.73275], [2.00036, -1.43550, 0.24437], [2.94136, -1.52727, -5.07773], [-0.70419, -2.44130, 0.42403], [-2.21389, -0.91317, 0.79697], [-0.86856, 1.75569, 0.29017], [0.31570, -0.04753, -1.35773], [-0.14707, -0.13516, 2.61636], [2.69852, -1.52586, -3.77499], [-1.33637, 1.71052, -1.12117], [-2.96048, -3.21783, 0.80222], [-1.89045, -2.18285, 0.66271], [-1.98328, 2.22691, 1.14334], [1.68492, -0.72745, -3.29430], [-0.29276, 1.09599, -2.03526], [3.18952, -2.29439, -1.57176], [0.27280, 2.68531, 0.43589], [2.16942, -1.52104, -1.07722], [1.34762, -0.72459, -1.91704], [3.45876, -2.31745, -2.93041], [0.64849, 0.58993, 2.81755], [-1.05767, 0.16531, 3.13183], [-2.57598, -4.04842, 1.38814], [-1.58935, 2.71876, -1.46215], [-0.00065, 3.68435, 0.08720], [0.55329, 2.73941, 1.48531], [-0.77151, 0.78178, -2.96283], [4.26156, -2.92648, -3.32333], [-2.32905, 3.20440, 0.79879], [-2.24894, 1.11288, -1.12936], [0.48104, 1.81919, -2.30938], [-3.84843, -2.79311, 1.25839], [-2.80015, 1.51078, 1.09947], [1.12673, 2.32722, -0.13724], [-1.63113, 2.31680, 2.16832]], "atomic_forces_ev_per_a": [[0.027, -0.335, -2.356], [-0.115, 0.275, -0.171], [0.027, 0.055, 0.033], [-0.239, 0.225, -0.314], [0.093, -0.108, 0.167], [-0.166, 0.116, 0.645], [-0.001, 0.024, -0.147], [-0.071, 0.153, 0.266], [0.511, 0.339, -0.402], [0.062, 0.029, 0.240], [-2.586, -0.007, 2.221], [0.642, 0.077, 0.284], [0.278, -0.301, 0.361], [-0.040, -0.052, -0.128], [-0.023, -0.028, -0.018], [0.074, -0.398, -0.165], [0.034, -0.039, 0.036], [-0.185, -0.051, 0.877], [0.610, 0.307, 0.250], [0.087, 0.064, -0.509], [0.128, -0.090, 0.011], [-0.363, 0.457, -0.915], [1.519, -0.809, -0.230], [-0.016, 0.027, -0.002], [-0.004, 0.023, 0.036], [-0.065, 0.068, -0.150], [-0.012, -0.021, -0.013], [0.002, -0.010, 0.046], [-0.026, -0.032, 0.015], [0.001, 0.021, 0.014], [-0.024, -0.082, 0.058], [-0.027, 0.007, 0.012], [0.011, -0.024, 0.003], [0.000, -0.026, 0.002], [-0.077, 0.116, -0.067], [-0.006, 0.010, 0.021], [-0.017, 0.012, -0.009], [-0.018, 0.005, -0.013], [-0.024, 0.004, 0.012]], "nbo_charge": [1.185, -0.007, 0.016, -0.293, -0.279, -0.299, -0.278, -0.574, -0.584, -0.358, -0.468, -0.590, 0.356, -0.247, -0.488, 0.781, -0.422, 0.296, -0.264, 0.360, -0.435, 0.294, 0.087, -0.307, 0.226, 0.241, 0.264, 0.229, 0.221, 0.225, 0.263, 0.268, 0.216, 0.231, 0.205, 0.252, 0.235, 0.221, 0.220], "de_lowest_kcal_mol": 29.8, "spin_multiplicity": 1, "homo_energy_ev": [-11.64, -11.61], "homo_lumo_gap_ev": [5.437, 5.336], "lumo_energy_ev": [-6.2, -6.3], "charge": 1}